{
  "formula": "C7H17NO",
  "method": "ωB97M-V/def2-TZVPD",
  "gap_ev": 7.30,
  "energy_ev": -11068.572,
  "relative_energy_ev": 4.566,
  "lumo_energy_ev": 0.9,
  "elements": ["H", "H", "C", "H", "C", "H", "C", "H", "H", "H", "O", "H", "C", "H", "C", "H", "C", "H", "H", "H", "N", "H", "C", "H", "H", "H"],
  "coordinates": [[-2.3719, -2.7426, 1.9727], [2.3192, -0.9185, 0.0136], [-0.2312, 0.6753, -0.5564], [-2.0504, -2.8098, 0.2340], [-1.4772, -0.9488, 1.1288], [-0.7204, -2.9576, 1.3920], [-1.6648, -2.4430, 1.1856], [2.2173, 1.1195, -1.3686], [0.2576, 2.0463, -3.3631], [0.0405, -1.3732, -0.9412], [-1.1797, -0.3716, 2.3764], [0.9775, 2.9856, -2.2085], [1.4340, -0.8345, 0.6465], [-0.9629, 1.8142, 1.1025], [-0.1576, 1.8569, 0.3683], [0.7928, 1.9073, 0.8959], [1.3340, 0.9871, -1.9880], [-2.3538, -0.4263, 0.7468], [-0.4211, -0.8361, 2.7487], [-0.2852, 2.7823, -0.1978], [1.0678, 2.1445, -2.7643], [1.3466, -1.7796, 1.1881], [0.2050, -0.6062, -0.1877], [1.5936, -0.0409, 1.3736], [-1.1129, 0.6768, -1.1954], [1.4032, 0.0932, -2.6027]]
}